The following is a DFT calculation (ωB97M-V/def2-TZVPD) of the ion C10H26N2P with charge +1 at a distorted geometry.

```
39
Properties=species:S:1:pos:R:3:forces:R:3
C 1.49806 0.42284 -0.65633 0.2 0.1 2.9
H -1.63700 -1.37842 0.08192 -0.6 0.2 0.0
H 2.55219 1.20419 0.98316 1.0 0.0 -0.3
H 3.79005 0.35279 -1.59630 0.6 -1.0 1.7
H -0.52160 1.09318 -1.73103 -0.9 0.2 0.8
H -2.93246 0.07146 -1.38463 1.3 1.4 1.4
C -0.60761 -3.55268 -0.44721 -0.7 -2.2 0.6
H -3.12867 0.27422 0.95312 0.6 0.6 1.3
C -2.58454 1.08018 -0.89323 -1.2 -0.3 0.7
N -0.65918 -1.20486 0.19278 0.9 -0.3 1.1
H -5.33774 0.28306 0.94266 0.4 1.3 -0.9
H 2.46735 -0.50901 0.90763 0.7 0.5 -0.1
H 1.22712 -2.25401 -0.05230 -2.7 -0.7 1.1
H 0.53178 1.71618 2.20443 0.4 1.6 -0.1
H 1.51295 1.38545 -1.07834 -0.2 1.0 -1.4
P -0.09274 0.33784 0.28519 2.6 -1.0 2.1
H 5.05673 1.07402 1.08482 0.2 0.5 -0.6
H 1.67504 -0.40232 -1.28335 -0.7 -0.8 -1.5
H 5.88875 1.07791 -0.47246 1.8 0.1 -0.8
C -4.88117 0.92800 0.10765 -0.1 -2.1 1.5
H -3.40424 2.10136 1.06119 0.9 2.2 1.5
H -4.98303 0.18226 -0.75216 0.2 1.6 0.7
H -0.36954 0.45266 2.74777 2.0 0.6 -2.2
H -0.06018 -4.57987 -0.40553 -0.8 1.9 0.0
H -0.72421 -3.27502 -1.47987 0.0 0.1 -0.5
C 0.11210 -2.47428 0.37608 2.0 -0.8 -1.3
H 0.21189 -3.02534 1.35841 -0.1 1.9 -0.3
C -3.38320 1.23900 0.51925 -1.4 -4.8 -5.3
H 4.27281 -0.84844 -0.07885 0.3 1.2 -1.7
H -0.87131 2.41346 -0.62589 -0.1 -0.6 0.3
C 4.96461 1.19823 -0.01586 -1.1 1.3 1.6
C 2.70798 0.37749 0.27100 -2.7 -0.8 1.8
H 4.48795 2.17006 -0.27296 0.9 -0.2 0.4
H -1.68238 -3.80923 -0.04707 2.0 0.8 -0.5
H -2.99325 1.73585 -1.65384 0.1 0.7 0.1
C 3.99514 0.19999 -0.46052 -0.8 -1.9 -1.0
H -5.43785 1.85549 0.05770 -0.4 -0.2 -0.6
C -1.07713 1.33106 -0.76938 -0.7 0.7 -1.8
N 0.41650 0.75527 2.02230 -3.9 -3.0 -1.0
```
Positions in Å, forces in eV/Å.

Output
* 2S+1: 1
* charge: +1
* SMILES: CCCCP(N)(CCCC)=[NH+]CC
* orbital gap: 11.31 eV
* HOMO: -13.899 eV
* largest force on an atom: 0.14147 Eh/bohr